(1)
Computed, not measured: a single C4H8O molecule in a non-equilibrium geometry, with ωB97M-V/def2-TZVPD.

Positions of all 13 atoms, in Å:
O1 -1.5948 1.3912 0.3870
C1 0.2600 0.3324 -1.0549
C2 -0.4267 0.6318 0.2617
C3 0.8330 -0.9130 -0.3301
C4 -0.3175 -0.8126 0.7037
H1 0.8888 -1.8338 -0.9072
H2 -0.1098 -0.9630 1.7665
H3 -0.9648 1.8690 0.9805
H4 0.9373 1.1057 -1.4270
H5 0.3311 1.2366 0.9261
H6 1.8070 -0.7041 0.1214
H7 -0.4522 0.0634 -1.8413
H8 -1.1915 -1.4036 0.4137

Relative energy (zero: lowest compared OMol25 entry of this formula, charge and spin) = 2.064 eV



(2)
Computed, not measured: 2 unconnected molecules or ions with the total composition C2H2N2O2S in a non-equilibrium geometry, with ωB97M-V/def2-TZVPD.

Positions of all 9 atoms, in Å:
S1 1.1878 -0.3546 0.6348
O1 -2.6180 0.2594 0.4964
O2 -1.2538 -0.7467 1.7432
N1 -0.9090 -1.3309 -2.1324
N2 -1.5178 -0.1330 0.7300
C1 -0.3934 0.1304 -0.2083
C2 -0.6003 -0.4924 -1.3886
H1 -0.5105 1.6219 -0.5587
H2 0.8105 -0.4590 1.9712

Relative energy (zero: lowest compared OMol25 entry of this formula, charge and spin) = 5.772 eV



(3)
Computed, not measured: 5 unconnected molecules or ions with the total composition C2H13NO4 in a non-equilibrium geometry, with ωB97M-V/def2-TZVPD.

Positions of all 20 atoms, in Å:
O1 -0.2140 2.1665 2.4367
O2 -0.7665 -0.5735 1.9725
O3 -0.2854 -3.0930 0.2563
O4 -0.1639 3.2156 -0.1326
N1 0.4250 -1.1399 -1.3800
C1 1.7417 -1.2289 -1.0909
C2 -0.2033 0.0515 -1.9673
H1 -1.2420 0.2611 -1.7457
H2 0.2746 4.0178 0.1037
H3 2.2148 -0.3964 -0.5465
H4 -0.4181 -1.4163 1.5634
H5 0.1412 -2.7235 -0.5249
H6 -0.2057 1.1727 2.5224
H7 -0.8852 2.2671 1.7698
H8 0.3663 0.9302 -1.6731
H9 -1.1886 -3.2911 0.1985
H10 2.3728 -1.9594 -1.5440
H11 -1.7196 -0.9196 2.1178
H12 -0.0101 2.7009 0.6807
H13 -0.2341 -0.0418 -3.0167

Relative energy (zero: lowest compared OMol25 entry of this formula, charge and spin) = 3.116 eV



(4)
Computed, not measured: a molecular structure, C30H26AuN11 in a non-equilibrium geometry, with ωB97M-V/def2-TZVPD.

Positions of all 68 atoms, in Å:
Au1 2.2072 0.6195 -0.3000
N1 0.8885 2.4989 3.3823
N2 -1.2760 3.2545 4.0101
N3 -3.2568 3.7422 3.3910
N4 0.9091 -0.8610 -1.7541
N5 -2.2417 -5.0208 -6.5278
N6 1.6127 1.2263 1.7577
N7 4.5562 0.0952 -4.6860
N8 3.3410 0.2904 -2.2396
N9 -2.6993 -1.6250 1.3070
N10 -0.1788 -0.7226 0.7938
N11 -2.0659 4.1235 3.3642
C1 2.2139 0.8224 2.9151
C2 -0.4384 -3.6204 -5.9453
C3 -2.0132 -1.0221 2.2548
C4 0.1329 3.4885 4.1166
C5 -0.7124 -0.5943 1.9906
C6 -2.7999 -4.8287 -5.3590
C7 1.4788 -1.0766 -2.9491
C8 3.7870 2.0057 0.3026
C9 -2.2117 -4.0158 -4.3997
C10 -0.3287 -2.5184 -3.6862
C11 0.8902 -1.8870 -3.9219
C12 -1.1039 -4.4520 -6.8379
C13 0.8289 2.2450 2.0532
C14 -4.1805 0.5826 5.0457
C15 -2.1606 -1.8030 0.1293
C16 -4.4479 1.7475 4.3647
C17 -2.8765 0.2266 5.4221
C18 -2.0461 2.2144 4.4699
C19 -0.9932 -3.3839 -4.6817
C20 2.7559 -0.4141 -3.2186
C21 -0.8856 -2.2919 -2.4281
C22 0.0254 3.0057 1.0778
C23 3.4113 -0.4966 -4.4618
C24 -0.8690 -1.3165 -0.1713
C25 4.4805 0.9206 -2.4894
C26 5.1031 0.8195 -3.7269
C27 -1.7889 1.0314 5.1488
C28 -0.2515 -1.4769 -1.4957
C29 -3.3611 2.5635 4.0619
C30 1.7620 1.5971 3.9349
H1 0.1164 4.0772 1.2478
H2 3.0229 -1.0654 -5.2929
H3 -4.9926 -0.0768 5.3049
H4 1.3849 -2.0276 -4.8630
H5 -1.0309 2.7476 1.1426
H6 4.7042 1.4365 0.3480
H7 3.8259 2.8004 -0.4273
H8 -3.7384 -5.3316 -5.1735
H9 -0.7933 0.7520 5.4555
H10 -0.7045 -4.6591 -7.8207
H11 0.4460 3.4587 5.1666
H12 2.0062 1.6035 4.9769
H13 3.5843 2.4183 1.2766
H14 2.9094 0.0120 2.9402
H15 -2.7257 -0.7043 5.9480
H16 -1.8147 -2.7602 -2.1706
H17 -2.4890 -0.8819 3.2169
H18 0.4940 -3.1828 -6.2630
H19 -5.4459 2.0353 4.0812
H20 -2.7256 -3.9040 -3.4594
H21 0.3707 2.7611 0.0761
H22 -2.7760 -2.3384 -0.5762
H23 -0.1020 -0.1588 2.7674
H24 6.0470 1.2999 -3.9387
H25 0.3082 4.4951 3.7186
H26 4.9215 1.5000 -1.6962

Total charge = +2
Relative energy (zero: lowest compared OMol25 entry of this formula, charge and spin) = 0.736 eV



(5)
Computed, not measured: 2 unconnected molecules or ions with the total composition C5H13N3 in a non-equilibrium geometry, with ωB97M-V/def2-TZVPD.

Positions of all 21 atoms, in Å:
N1 -0.5316 -1.4407 -0.1272
N2 0.9727 1.2991 0.4091
N3 -0.4724 1.2307 -1.3781
C1 -0.2896 -1.3193 2.3549
C2 0.7174 0.8634 -0.7602
C3 1.6701 0.1726 -1.7088
C4 -1.1292 -0.9091 1.1574
C5 -0.9407 2.3933 -1.4087
H1 -0.4164 3.2808 -1.0296
H2 0.7539 -1.1049 2.1601
H3 -0.6056 -0.7751 3.2394
H4 -1.1491 -1.2430 -0.9113
H5 -1.1479 0.1830 1.0610
H6 1.8097 0.7581 -2.6140
H7 -0.3829 -2.3854 2.5550
H8 -2.1724 -1.2618 1.2811
H9 1.2366 -0.7848 -1.9763
H10 2.6253 0.0059 -1.2412
H11 1.8543 0.9637 0.7890
H12 -0.4611 -2.4594 -0.0631
H13 -1.9410 2.5327 -1.7886

Relative energy (zero: lowest compared OMol25 entry of this formula, charge and spin) = 1.367 eV



(6)
Computed, not measured: a single CCl2FN molecule in a non-equilibrium geometry, with ωB97M-V/def2-TZVPD.

Positions of all 5 atoms, in Å:
Cl1 1.8405 -0.2662 -0.5192
Cl2 2.5601 0.7691 1.4365
F1 -1.2259 0.5007 0.9188
N1 -0.8284 0.0625 -0.3988
C1 0.2782 -0.3893 -0.6086

Relative energy (zero: lowest compared OMol25 entry of this formula, charge and spin) = 4.081 eV



(7)
Computed, not measured: a single C23H28N4O4S2 molecule in a non-equilibrium geometry, with ωB97M-V/def2-TZVPD.

Positions of all 61 atoms, in Å:
S1 3.4408 -0.6191 0.4349
S2 -3.6095 2.3247 1.2629
O1 4.4693 -1.4396 -0.1290
O2 -5.0852 -0.5145 -0.7934
O3 -1.3530 1.6994 -0.0169
O4 2.5640 -1.1918 1.4223
N1 4.1329 0.7240 1.0792
N2 -1.2396 -1.7884 0.5375
N3 -1.9972 1.5871 -2.1110
N4 -3.0510 1.9720 -1.3847
C1 -2.6570 2.0180 -0.1495
C2 -3.1802 -0.7007 0.5845
C3 0.7060 0.7575 -2.9425
C4 -2.3348 -1.4832 -0.2007
C5 1.1626 0.5028 -0.5842
C6 -0.3300 -4.9547 -0.7665
C7 -0.4869 -4.0741 0.2024
C8 5.3806 1.1883 0.5227
C9 -0.1483 -2.6159 0.0808
C10 -4.4261 -0.1149 0.1440
C11 -2.5433 -0.5685 1.8531
C12 2.8419 2.7786 1.6804
C13 -0.9990 1.4196 -1.2945
C14 -1.3666 -1.2555 1.8005
C15 -2.4943 -1.9010 -1.6147
C16 1.9349 0.1974 -3.2395
C17 3.4578 1.4523 2.1235
C18 -0.3575 -1.4682 2.8712
C19 0.3140 0.9115 -1.6116
C20 5.2223 2.0693 -0.7158
C21 2.7786 -0.2152 -2.2170
C22 -4.9299 1.1100 0.9147
C23 2.3828 -0.0522 -0.9029
H1 -2.9288 -0.0501 2.7080
H2 0.0627 -4.6729 -1.7300
H3 2.2337 2.6447 0.7891
H4 -0.3760 -2.5017 3.2194
H5 -1.6693 -1.5356 -2.2292
H6 0.6533 -1.2558 2.5251
H7 0.7368 -2.3945 0.6857
H8 0.0810 -2.3691 -0.9602
H9 0.0268 1.0706 -3.7194
H10 -0.5721 -5.9951 -0.6355
H11 4.1648 1.6331 2.9421
H12 2.2112 3.1662 2.4764
H13 4.6621 2.9726 -0.4924
H14 5.9501 0.2950 0.2565
H15 3.7298 -0.6835 -2.4165
H16 5.9218 1.7288 1.3042
H17 2.2343 0.0711 -4.2685
H18 -0.5869 -0.8200 3.7127
H19 2.6814 0.7802 2.4914
H20 -2.5213 -2.9881 -1.6890
H21 0.8581 0.5845 0.4471
H22 4.7034 1.5267 -1.5015
H23 3.6141 3.5142 1.4705
H24 -5.3192 0.8176 1.8904
H25 -5.7143 1.5923 0.3320
H26 -0.8852 -4.3716 1.1629
H27 6.2054 2.3539 -1.0823
H28 -3.4265 -1.4990 -2.0012

Relative energy (zero: lowest compared OMol25 entry of this formula, charge and spin) = 2.858 eV



(8)
Computed, not measured: a molecular structure, C18H37O19Tl in a non-equilibrium geometry, with ωB97M-V/def2-TZVPD.

Positions of all 75 atoms, in Å:
Tl1 -8.4986 14.2909 -8.1281
O1 -13.1808 16.6352 -12.4270
O2 -15.4195 10.4495 -15.9021
O3 -13.9705 17.2636 -14.4778
O4 -14.1579 13.3674 -1.7259
O5 -15.4596 16.6842 -12.9183
O6 -14.8412 8.6878 -17.2724
O7 -12.1096 12.8885 -2.6253
O8 -12.5029 12.5974 -0.4521
O9 -19.5028 9.5912 -4.8100
O10 -10.0092 8.6751 -13.7831
O11 -5.8163 6.5642 -6.8839
O12 -20.9510 9.6664 -3.0887
O13 -9.6616 10.3677 -15.0746
O14 -7.1692 8.4195 -6.8507
O15 -9.2528 10.5579 -12.8054
O16 -14.8611 10.8779 -17.9702
O17 -12.8965 11.5094 -8.7101
O18 -7.7580 6.4789 -5.9118
O19 -19.4914 7.8174 -3.3416
C1 -15.9880 16.3178 -11.5680
C2 -15.0569 9.9028 -17.1065
C3 -9.3477 11.7445 -15.4272
C4 -21.6346 9.1924 -1.9690
C5 -15.0017 17.5949 -15.4674
C6 -6.9252 7.2599 -6.5654
C7 -14.6531 13.9886 -2.9294
C8 -14.1354 16.8255 -13.2403
C9 -13.9731 10.5968 -19.0859
C10 -10.3034 8.0557 -12.5232
C11 -9.0548 6.9386 -5.5360
C12 -13.4976 12.4538 0.6292
C13 -4.5986 7.2740 -7.0307
C14 -12.8737 12.9243 -1.6619
C15 -19.9251 8.9121 -3.7297
C16 -15.3630 9.5817 -14.7889
C17 -9.5163 9.8734 -13.8149
C18 -18.5982 8.9066 -5.6444
H1 -13.7378 11.0813 -8.9618
H2 -10.2423 12.3247 -15.6532
H3 -21.6985 8.1080 -1.8786
H4 -15.5306 15.4034 -11.1902
H5 -14.0864 13.5570 -3.7544
H6 -15.7228 13.8338 -3.0703
H7 -8.6647 11.7864 -16.2757
H8 -14.4825 8.9454 -14.7002
H9 -4.6274 8.1123 -7.7268
H10 -13.8867 11.4570 0.4215
H11 -14.3545 9.7964 -19.7200
H12 -18.8497 8.8946 -6.7049
H13 -14.6293 17.7122 -16.4850
H14 -16.2275 8.9344 -14.9358
H15 -14.4936 15.0667 -2.9108
H16 -10.6086 8.7522 -11.7423
H17 -8.9520 7.8918 -5.0175
H18 -3.9490 6.5263 -7.4858
H19 -18.6102 7.8424 -5.4087
H20 -8.8887 12.2676 -14.5883
H21 -14.0215 11.5008 -19.6929
H22 -15.5326 18.5051 -15.1883
H23 -21.1086 9.5577 -1.0870
H24 -14.2597 13.2286 0.7126
H25 -17.0687 16.2304 -11.6800
H26 -15.7568 17.0906 -10.8349
H27 -9.4753 7.4530 -12.1502
H28 -22.6488 9.5736 -2.0876
H29 -9.6864 7.2889 -6.3524
H30 -4.1443 7.5962 -6.0938
H31 -15.4097 10.1279 -13.8467
H32 -15.7505 16.8031 -15.4461
H33 -17.5910 9.3110 -5.5447
H34 -13.0229 12.2955 1.5976
H35 -12.9862 10.4693 -18.6412
H36 -9.5856 6.2721 -4.8560
H37 -11.1806 7.4114 -12.5817

Total charge = +2
Relative energy (zero: lowest compared OMol25 entry of this formula, charge and spin) = 4.643 eV



(9)
Computed, not measured: a molecular structure, C20H34CrF10N3O2PS4Te in a non-equilibrium geometry, with ωB97M-V/def2-TZVPD.

Positions of all 76 atoms, in Å:
Te1 3.7573 -1.5330 1.4800
Cr1 -0.4563 0.7135 0.9500
S1 -2.3401 2.4745 0.1301
S2 1.5430 0.4993 2.0912
S3 -1.1797 1.5868 3.0940
S4 0.6568 3.0893 -1.1360
P1 -0.0021 -1.1392 -1.8058
F1 -3.5370 -0.0115 0.8483
F2 4.1453 -2.5640 -0.0926
F3 2.2069 -0.9272 0.1347
F4 -4.8563 -2.3003 1.2852
F5 4.1468 -0.0586 2.7852
F6 0.4682 -2.0836 2.2457
F7 5.5377 -1.9858 1.8683
F8 -3.5030 -4.5194 2.0899
F9 -0.8492 -4.3752 2.5791
F10 4.5123 -0.1846 0.4076
O1 1.6200 1.9706 1.3674
O2 -0.2227 0.0156 -0.8241
N1 -0.1339 -2.6451 -1.1909
N2 1.4229 -1.0476 -2.5638
N3 -1.2116 -0.9233 -2.9126
C1 -2.5214 -0.3764 -2.5670
C2 -2.8613 -3.3769 1.9069
C3 -1.5035 -3.2996 2.1515
C4 -1.4707 -0.9562 1.4780
C5 2.1176 -2.1821 -3.1669
C6 -1.1827 -1.6142 -4.1935
C7 -0.8454 -2.1059 1.9425
C8 -1.7245 4.1024 -0.4375
C9 2.1436 0.2148 -2.6647
C10 0.3390 2.1551 3.9181
C11 -2.0216 3.1639 2.8080
C12 2.3329 3.3405 -0.4868
C13 -3.0587 2.9472 1.7293
C14 -0.2454 4.3324 -0.1867
C15 1.3765 1.0589 3.7928
C16 -1.3419 -3.4421 -1.4063
C17 2.7308 2.2074 0.4382
C18 -2.8344 -1.0887 1.2693
C19 0.9883 -3.4282 -0.6660
C20 -3.5431 -2.2523 1.4835
H1 2.3542 4.3126 0.0066
H2 -2.2056 -2.8142 -1.6054
H3 -3.6588 3.8436 1.5795
H4 0.7498 -3.8055 0.3326
H5 0.6758 3.0601 3.4182
H6 -1.5469 -4.0287 -0.5104
H7 -1.2826 3.9091 2.5193
H8 0.0102 4.2290 0.8681
H9 1.8868 -2.8185 -0.6010
H10 0.1033 2.3687 4.9586
H11 -2.3389 4.8610 0.0442
H12 3.1193 0.1319 -2.1792
H13 -2.4940 0.0413 -1.5677
H14 2.2913 0.4830 -3.7143
H15 1.1838 -4.2896 -1.3118
H16 3.0156 3.3541 -1.3339
H17 -1.8185 -2.5061 -4.1920
H18 -3.7299 2.1298 1.9926
H19 2.9047 1.3001 -0.1349
H20 3.6228 2.4475 1.0123
H21 -3.3025 -1.1433 -2.6122
H22 1.5653 0.9975 -2.1839
H23 -1.5500 -0.9435 -4.9724
H24 -1.2140 -4.1402 -2.2382
H25 0.0518 5.3210 -0.5356
H26 1.1021 0.1584 4.3499
H27 1.4967 -3.0737 -3.1347
H28 2.3436 -1.9503 -4.2103
H29 -0.1666 -1.9045 -4.4498
H30 -2.4905 3.4691 3.7432
H31 2.3660 1.3864 4.1123
H32 -1.9159 4.1207 -1.5102
H33 -2.7851 0.4198 -3.2680
H34 3.0575 -2.3776 -2.6449

Total charge = +1
Spin multiplicity = 2
Expectation value of S² = 0.76
Relative energy (zero: lowest compared OMol25 entry of this formula, charge and spin) = 0.000 eV



(10)
Computed, not measured: a molecular structure, C2H7NO2S2 in a non-equilibrium geometry, with ωB97M-V/def2-TZVPD.

Positions of all 14 atoms, in Å:
S1 -2.3879 -0.7172 -0.8892
S2 2.5332 -0.6474 0.1333
O1 -2.4791 0.7143 -0.9686
O2 -1.2438 -1.2896 -1.6030
N1 -1.7250 -0.6388 1.2520
C1 2.1204 0.7077 -0.9917
C2 -1.1744 0.3554 1.7538
H1 1.1892 1.1801 -0.8086
H2 2.2345 0.3247 -2.0148
H3 1.7351 -1.4904 -0.4956
H4 -1.4144 1.2318 1.1242
H5 -0.5735 0.3654 2.5717
H6 2.9875 1.4461 -0.8279
H7 -1.8019 -1.5420 1.7644

Relative energy (zero: lowest compared OMol25 entry of this formula, charge and spin) = 2.410 eV



(11)
Computed, not measured: a single C4H12N2S molecule in a non-equilibrium geometry, with ωB97M-V/def2-TZVPD.

Positions of all 19 atoms, in Å:
S1 1.2904 1.6274 -2.2516
N1 -0.4967 0.7397 2.8137
N2 0.1447 0.4284 0.5199
C1 1.0670 -0.0526 -1.5995
C2 -0.1699 -0.1900 -0.7415
C3 -0.4343 -1.7350 -0.5562
C4 -0.8422 0.9799 1.4356
H1 0.9806 0.0780 0.9537
H2 -0.4308 -1.9658 0.5093
H3 -1.3541 -2.0780 -1.0106
H4 -0.9061 2.0476 1.3057
H5 0.8698 1.4231 -3.5027
H6 1.0992 -0.7440 -2.4419
H7 -0.1325 -0.1242 3.1724
H8 -1.0542 0.1946 -1.2323
H9 1.9569 -0.2476 -1.0014
H10 -0.1525 1.5119 3.3560
H11 0.3537 -2.3572 -0.9841
H12 -1.7890 0.4639 1.2557

Relative energy (zero: lowest compared OMol25 entry of this formula, charge and spin) = 0.774 eV



(12)
Computed, not measured: a molecular structure, C2HF2I2N in a non-equilibrium geometry, with ωB97M-V/def2-TZVPD.

Positions of all 8 atoms, in Å:
I1 -1.7677 2.3707 -0.0438
I2 -3.9932 -1.1085 0.5151
F1 -2.0083 -1.7534 -1.3600
F2 -3.3196 -0.1735 -2.1847
N1 0.0919 -0.2213 -0.6404
C1 -2.6010 -0.5540 -1.0932
C2 -1.6437 0.3861 -0.6919
H1 0.4513 0.6993 -0.4143

Relative energy (zero: lowest compared OMol25 entry of this formula, charge and spin) = 4.477 eV